# 1
{
  "formula": "C2H3I3O",
  "method": "ωB97M-V/def2-TZVPD",
  "charge": 0,
  "e_above_lowest_kcal_mol": 30.92,
  "energy_ha": -1046.25066,
  "molar_mass_da": 423.76,
  "smiles": "I/C=C/I.OI",
  "max_force_ha_per_bohr": 0.046,
  "homo_lumo_gap_ev": 8.20,
  "species": ["C", "C", "O", "I", "I", "I", "H", "H", "H"],
  "positions_angstrom": [[-0.1459, -0.2929, -1.1533], [-0.8357, -1.3255, -0.6364], [0.6792, 0.9673, 1.5507], [-1.2390, 1.4001, -1.8032], [-1.1880, 1.0077, 2.1310], [0.1434, -3.0859, -0.0178], [0.8734, -0.3569, -1.4593], [-1.9473, -1.3978, -0.5860], [1.2103, 0.5325, 2.2045]],
  "forces_ev_per_a": [[-2.1, -1.2, 0.0], [0.0, 0.6, -0.7], [-0.1, 0.5, -0.9], [0.5, -0.4, 0.1], [-0.2, 0.0, 0.4], [-0.2, 0.4, -0.1], [0.6, 0.3, 0.3], [1.2, 0.3, 0.2], [0.3, -0.5, 0.7]],
  "nbo_charge": [-0.360, -0.391, -0.902, 0.139, 0.430, 0.135, 0.228, 0.238, 0.483]
}

---

# 2
{
  "formula": "C20H24B2F24O12",
  "method": "ωB97M-V/def2-TZVPD",
  "charge": 0,
  "energy_ha": -4126.14115,
  "molar_mass_da": 933.98,
  "smiles": "COC[C@@](O)(CB(O)O)OC(=O)OB(O)O.FC(F)C(F)(F)COC(F)(F)C(F)F.FC(F)C(F)(F)COC(F)(F)C(F)F.FC(F)C(F)(F)COC(F)(F)C(F)F",
  "max_force_ha_per_bohr": 0.015,
  "homo_lumo_gap_ev": 10.20,
  "species": ["C", "O", "C", "C", "O", "C", "B", "O", "O", "O", "C", "O", "O", "B", "O", "O", "H", "H", "H", "H", "H", "H", "H", "H", "H", "H", "H", "H", "C", "C", "C", "F", "F", "F", "F", "O", "C", "C", "F", "F", "F", "F", "H", "H", "H", "H", "C", "C", "C", "F", "F", "F", "F", "O", "C", "C", "F", "F", "F", "F", "H", "H", "H", "H", "C", "C", "C", "F", "F", "F", "F", "O", "C", "C", "F", "F", "F", "F", "H", "H", "H", "H"],
  "positions_angstrom": [[2.2459, 6.4272, 1.1548], [2.6005, 5.6445, 0.0354], [3.1987, 4.4231, 0.3422], [2.3092, 3.1920, -0.0020], [2.8749, 2.4315, -1.0401], [2.1046, 2.2761, 1.2023], [3.4386, 1.6851, 1.8080], [4.2137, 0.8004, 1.1194], [3.8654, 2.0383, 3.0718], [1.0841, 3.5944, -0.6129], [0.0036, 3.9954, 0.0950], [-0.4397, 5.0932, 0.0757], [-0.5796, 2.9694, 0.7765], [-1.7967, 2.4093, 0.3298], [-1.9178, 1.9509, -0.9544], [-2.8323, 2.3258, 1.1969], [3.1333, 6.7288, 1.7218], [1.5514, 5.9008, 1.8172], [1.7504, 7.3153, 0.7740], [3.4690, 4.3850, 1.4034], [4.1268, 4.3538, -0.2354], [3.8351, 2.4753, -0.9995], [1.4992, 1.4523, 0.8269], [1.5247, 2.7662, 1.9871], [4.9552, 0.4907, 1.6487], [3.2750, 2.6648, 3.4978], [-1.2652, 1.2877, -1.1873], [-2.5853, 2.6445, 2.0691], [-0.5728, -2.8513, 3.5187], [-0.4239, -3.4260, 4.9295], [-1.3636, -2.8812, 6.0105], [-1.1456, -1.5638, 6.2060], [-1.1149, -3.5295, 7.1687], [0.8537, -3.3409, 5.3477], [-0.7479, -4.7506, 4.8237], [0.3504, -1.8464, 3.1370], [0.0974, -0.5297, 3.3327], [1.1880, 0.1312, 4.1892], [1.2485, -0.4786, 5.3857], [0.8684, 1.4358, 4.3827], [-1.1222, -0.3006, 3.8483], [0.1324, 0.0789, 2.1148], [-0.3453, -3.6833, 2.8539], [-1.5964, -2.5498, 3.3128], [-2.4073, -3.0411, 5.7282], [2.1622, 0.0703, 3.7022], [-5.8655, -5.2927, -0.4884], [-4.8992, -5.2000, -1.6756], [-3.5183, -5.8481, -1.5192], [-2.8249, -5.2475, -0.5290], [-2.8356, -5.6930, -2.6718], [-4.7614, -3.9206, -2.0692], [-5.4961, -5.8973, -2.6892], [-5.9409, -4.1514, 0.3434], [-5.1434, -3.9892, 1.4304], [-4.3104, -2.7031, 1.3270], [-3.5149, -2.7376, 0.2455], [-3.5152, -2.6232, 2.4288], [-4.3576, -5.0554, 1.6623], [-5.9388, -3.8326, 2.5170], [-6.8527, -5.3647, -0.9414], [-5.6972, -6.2050, 0.0842], [-3.6146, -6.9146, -1.3010], [-4.9579, -1.8270, 1.2812], [1.0273, 1.1825, -4.9911], [1.8593, -0.0010, -4.4829], [3.1068, 0.3298, -3.6625], [4.0030, 1.0133, -4.4078], [3.6887, -0.8268, -3.2657], [2.1719, -0.8321, -5.4959], [1.0433, -0.6798, -3.6163], [1.2400, 1.5613, -6.3354], [2.1629, 2.4963, -6.6904], [3.1926, 1.9205, -7.6750], [3.8476, 0.8862, -7.1150], [4.0908, 2.8843, -7.9768], [2.7632, 3.0586, -5.6299], [1.5163, 3.4835, -7.3601], [-0.0013, 0.8257, -4.9683], [1.0988, 2.0298, -4.3080], [2.8388, 0.9175, -2.7831], [2.6909, 1.5882, -8.5852]],
  "forces_ev_per_a": [[0.0, 0.0, 0.0], [0.0, 0.1, -0.1], [-0.1, 0.2, 0.0], [0.1, -0.4, 0.1], [0.1, 0.0, -0.3], [0.0, -0.1, -0.2], [0.2, 0.3, 0.3], [-0.2, 0.0, -0.1], [-0.1, -0.1, -0.1], [0.0, 0.4, 0.2], [0.2, -0.8, -0.1], [-0.1, 0.3, 0.0], [-0.2, 0.1, 0.1], [0.2, 0.1, 0.0], [-0.4, -0.1, 0.3], [0.1, -0.2, 0.0], [0.0, 0.0, 0.0], [0.0, 0.0, 0.0], [0.0, 0.0, 0.0], [0.0, 0.0, 0.0], [0.0, -0.1, 0.0], [0.0, 0.0, 0.1], [0.0, -0.1, 0.1], [0.0, 0.1, 0.0], [0.1, 0.0, 0.0], [0.0, 0.0, 0.1], [0.3, 0.2, -0.2], [-0.1, 0.2, 0.1], [-0.2, -0.2, -0.5], [0.1, 0.1, 0.1], [0.0, -0.1, 0.0], [0.0, 0.0, 0.0], [0.0, 0.0, 0.0], [0.0, 0.0, 0.0], [0.0, 0.0, 0.0], [0.3, 0.0, 0.5], [-0.1, 0.0, -0.3], [0.0, -0.1, 0.0], [0.0, 0.1, 0.0], [0.0, 0.0, 0.0], [0.0, 0.1, 0.0], [-0.1, 0.1, 0.0], [0.0, 0.0, 0.0], [0.0, 0.0, 0.2], [0.0, 0.0, 0.0], [0.0, 0.0, 0.0], [-0.3, -0.2, 0.1], [0.0, 0.1, 0.0], [-0.1, 0.0, 0.0], [0.0, 0.0, 0.0], [0.0, 0.0, 0.0], [0.0, 0.0, 0.0], [0.0, 0.0, 0.0], [0.2, 0.3, -0.3], [-0.1, 0.0, 0.1], [0.0, 0.0, 0.0], [0.0, 0.0, 0.0], [-0.1, 0.0, 0.0], [0.0, 0.0, 0.0], [0.0, -0.1, 0.0], [0.0, 0.0, 0.0], [0.1, 0.0, 0.0], [0.0, 0.0, 0.0], [0.0, 0.0, 0.0], [-0.4, 0.2, 0.2], [0.1, 0.0, -0.1], [0.0, 0.0, 0.1], [0.0, 0.0, 0.0], [0.0, 0.0, 0.0], [0.0, 0.0, 0.0], [0.0, 0.0, 0.0], [0.3, -0.4, -0.1], [-0.1, 0.2, -0.1], [0.0, 0.0, 0.0], [0.0, 0.0, 0.0], [0.0, 0.0, 0.0], [0.0, 0.0, 0.0], [0.0, 0.1, 0.1], [0.0, 0.0, 0.0], [0.1, 0.0, 0.0], [0.0, 0.0, 0.0], [0.0, 0.0, 0.0]],
  "lowdin_charge": [-0.091, -0.144, -0.105, -0.456, 0.041, 0.011, -0.677, 0.190, 0.162, 0.119, -0.515, 0.213, 0.189, -0.768, 0.214, 0.230, 0.092, 0.089, 0.097, 0.128, 0.144, 0.107, 0.120, 0.122, 0.116, 0.099, 0.115, 0.118, -0.033, -0.440, -0.304, 0.095, 0.101, 0.141, 0.101, 0.065, -0.536, -0.273, 0.115, 0.097, 0.157, 0.137, 0.155, 0.117, 0.173, 0.164, -0.037, -0.445, -0.307, 0.092, 0.105, 0.143, 0.101, 0.057, -0.552, -0.265, 0.110, 0.074, 0.151, 0.142, 0.151, 0.148, 0.173, 0.179, -0.037, -0.438, -0.301, 0.094, 0.097, 0.140, 0.095, 0.054, -0.551, -0.287, 0.102, 0.099, 0.156, 0.138, 0.150, 0.150, 0.148, 0.174]
}